(1)
{
  "formula": "C18H33F9N2O4S",
  "method": "the ωB97M-V functional and the def2-TZVPD basis",
  "gap_ha": 0.3565,
  "smiles": "C#C[C@H](CCCCC(F)(F)C(F)(F)S(F)(F)(F)(F)F)OC=O.COC[C@@H](C)N.COC[C@@H](C)N",
  "e_tot_ha": -2412.94144,
  "homo_ev": -9.15,
  "lumo_ev": 0.549,
  "species": ["C", "C", "C", "C", "C", "C", "C", "C", "F", "F", "C", "F", "F", "S", "F", "F", "F", "F", "F", "O", "C", "O", "H", "H", "H", "H", "H", "H", "H", "H", "H", "H", "H", "C", "C", "C", "O", "C", "N", "H", "H", "H", "H", "H", "H", "H", "H", "H", "H", "H", "C", "C", "C", "O", "C", "N", "H", "H", "H", "H", "H", "H", "H", "H", "H", "H", "H"],
  "xyz": [[-0.1469, -1.5756, 3.0045], [-0.8726, -1.3030, 2.0909], [-1.6076, -0.7802, 0.9385], [-0.7079, -0.4131, -0.2463], [-0.0181, 0.9514, -0.1349], [1.1660, 0.9849, 0.8380], [1.5689, 2.3738, 1.3414], [0.5463, 3.0472, 2.2906], [1.1926, 3.4751, 3.4136], [-0.4046, 2.1537, 2.6715], [-0.0987, 4.2914, 1.6028], [-0.4072, 4.0236, 0.3186], [0.8299, 5.2758, 1.6177], [-1.6929, 4.9562, 2.4210], [-1.2847, 4.3287, 3.8153], [-0.9890, 6.3179, 2.8519], [-2.1198, 5.6430, 1.0505], [-2.4369, 3.6274, 1.9974], [-3.0381, 5.4680, 3.0709], [-2.4242, 0.3265, 1.3934], [-3.6637, 0.3683, 0.8869], [-3.9643, -0.0007, -0.2135], [0.5340, -1.7697, 3.7999], [-2.2829, -1.5658, 0.5867], [-1.3613, -0.3796, -1.1201], [0.0173, -1.2155, -0.3903], [-0.7791, 1.6595, 0.1976], [0.2896, 1.2812, -1.1284], [1.0299, 0.3196, 1.6851], [2.0400, 0.5984, 0.3022], [1.8291, 3.0370, 0.5159], [2.4858, 2.2639, 1.9226], [-4.4015, 0.7956, 1.5767], [6.6897, -2.2925, 1.4546], [5.8290, -1.0830, 1.8037], [4.5635, -1.4319, 2.5997], [3.5190, -1.9965, 1.8309], [3.6147, -3.3909, 1.6059], [5.5279, -0.3421, 0.5755], [6.2569, -2.8790, 0.6442], [7.6754, -1.9662, 1.1243], [6.8222, -2.9464, 2.3188], [6.4283, -0.4292, 2.4444], [4.1535, -0.5019, 3.0049], [4.7987, -2.0794, 3.4548], [4.0511, -3.9066, 2.4663], [4.1993, -3.6150, 0.7106], [2.6032, -3.7656, 1.4491], [5.0489, 0.5226, 0.8115], [4.8414, -0.8773, 0.0498], [-4.8925, -1.3029, -5.5670], [-4.5134, -2.3898, -4.5665], [-4.0851, -1.8478, -3.1953], [-2.7746, -1.3105, -3.1624], [-2.6595, 0.0287, -3.6042], [-3.4963, -3.2560, -5.1701], [-4.0152, -0.7937, -5.9655], [-5.4213, -1.7417, -6.4129], [-5.5453, -0.5560, -5.1107], [-5.4056, -2.9995, -4.3937], [-4.0740, -2.6813, -2.4877], [-4.8052, -1.1145, -2.8128], [-3.5386, 0.6195, -3.3333], [-2.4993, 0.0832, -4.6839], [-1.7867, 0.4642, -3.1152], [-3.3176, -4.0443, -4.5546], [-2.6196, -2.7416, -5.1819]],
  "atomic_forces_ev_per_a": [[0.0, -0.1, 0.0], [0.3, 0.6, 0.2], [0.0, -0.6, -0.3], [0.0, 0.5, -0.2], [-0.3, -0.1, 0.6], [0.4, 0.1, -0.5], [0.0, -0.1, 0.3], [0.5, -0.6, -0.5], [-0.4, 0.0, -0.2], [0.3, 0.4, 0.0], [0.1, 0.5, 0.2], [0.1, 0.0, 0.6], [-0.4, -0.5, -0.2], [0.2, 0.6, -0.1], [-0.1, -0.1, 0.0], [-0.1, -0.2, 0.0], [0.0, 0.0, 0.1], [-0.1, -0.1, 0.0], [0.1, 0.0, -0.1], [-0.3, -0.4, 0.6], [-0.1, 0.2, -0.6], [0.0, -0.3, 0.1], [-0.1, -0.1, 0.0], [0.0, 0.1, 0.0], [0.0, -0.2, 0.0], [0.0, -0.1, 0.0], [0.0, 0.0, -0.1], [0.1, 0.0, 0.0], [-0.2, 0.0, 0.0], [0.0, -0.1, 0.1], [-0.2, 0.1, 0.0], [-0.1, 0.1, 0.1], [0.3, 0.2, 0.2], [0.1, 0.0, 0.0], [0.0, -0.2, -0.2], [0.0, 0.2, 0.1], [0.0, -0.1, 0.0], [-0.2, 0.1, -0.1], [-0.2, 0.1, 0.1], [-0.1, 0.0, 0.0], [0.0, 0.0, 0.0], [0.0, 0.0, 0.0], [0.0, 0.0, 0.0], [0.0, 0.0, 0.0], [0.1, 0.0, 0.0], [0.0, 0.0, 0.0], [0.1, -0.1, 0.1], [0.0, 0.0, 0.0], [0.1, 0.0, 0.0], [0.1, 0.0, 0.0], [-0.1, 0.0, 0.0], [0.1, 0.1, -0.1], [-0.1, -0.1, 0.1], [0.0, 0.1, 0.0], [0.1, -0.1, 0.0], [0.0, 0.0, 0.2], [0.0, 0.0, 0.0], [0.0, 0.0, 0.0], [0.0, 0.0, 0.0], [0.0, 0.0, 0.1], [0.1, 0.0, 0.0], [0.0, 0.0, -0.1], [0.0, 0.0, 0.0], [-0.1, 0.1, 0.0], [0.0, 0.0, 0.0], [-0.1, 0.0, -0.1], [0.0, 0.0, -0.1]]
}

***

(2)
{
  "formula": "C14H33BrN4O11P3S",
  "method": "the ωB97M-V functional and the def2-TZVPD basis",
  "charge": -1,
  "gap_ha": 0.2533,
  "e_tot_ha": -5596.19392,
  "homo_ev": -4.76,
  "lumo_ev": 2.134,
  "species": ["N", "C", "C", "P", "Br", "C", "C", "N", "N", "N", "P", "O", "O", "O", "O", "C", "C", "P", "S", "O", "H", "H", "H", "H", "H", "H", "H", "H", "H", "H", "H", "H", "H", "H", "H", "H", "H", "H", "H", "H", "H", "C", "C", "C", "O", "C", "O", "O", "H", "H", "H", "H", "H", "H", "C", "C", "C", "O", "C", "O", "O", "H", "H", "H", "H", "H", "H"],
  "xyz": [[-5.4223, -2.2636, 0.4284], [-4.5965, -1.8528, -0.8103], [-3.3625, -0.8359, -0.4713], [-1.6402, -1.6248, -0.2508], [-2.3690, -3.7047, 0.4661], [-1.0108, 0.0485, -0.9104], [0.5521, 0.4167, -0.6193], [0.9666, 0.4029, 0.8383], [1.5524, -0.3151, -1.5406], [0.7030, 1.8958, -1.0477], [-1.5346, -2.6253, -2.2284], [-2.1946, -4.0946, -2.1961], [0.1486, -2.8942, -2.6648], [-2.2799, -1.6781, -3.5000], [-0.0546, -2.3740, 0.0346], [0.2251, -2.8519, 1.3990], [-0.8514, -1.9477, 2.3064], [-1.5511, -2.7741, 3.8997], [-0.1133, -2.6299, 5.2424], [-1.7988, -1.1521, 1.4562], [-6.2543, -1.6455, 0.5434], [-4.7752, -2.1945, 1.2662], [-5.3720, -1.2094, -1.4542], [-4.3251, -2.7658, -1.4981], [-3.5802, -0.1803, 0.4923], [-3.3067, -0.0802, -1.3943], [-1.6550, 0.8991, -0.3741], [-1.1865, 0.2183, -2.0788], [0.1725, 0.5667, 1.4919], [1.5502, -0.4204, 1.0915], [1.5323, 0.1558, -2.4805], [2.5333, -0.2053, -1.1430], [1.6194, 2.2700, -0.6573], [-0.1112, 2.4253, -0.6513], [0.3577, -3.8765, -2.5468], [-1.5804, -1.0891, -3.9550], [0.3043, -3.9987, 1.6217], [1.3255, -2.4978, 1.6993], [-0.0886, -1.1645, 2.7855], [-1.8267, -4.1838, 3.7627], [-2.6918, -2.0967, 4.4597], [4.4648, -0.4551, -4.8792], [5.0937, 0.5423, -3.9280], [6.4855, 0.1799, -3.5071], [6.6021, 0.8355, -2.2565], [5.3351, 0.9160, -1.7461], [5.0708, 1.2474, -0.6046], [4.4053, 0.5704, -2.6883], [3.4156, -0.1988, -5.0604], [4.9926, -0.4721, -5.8374], [4.4708, -1.4657, -4.4567], [5.0514, 1.5502, -4.3584], [7.2427, 0.5429, -4.2076], [6.6298, -0.8948, -3.3481], [-0.9780, 4.3635, 5.1280], [-0.8804, 3.7746, 3.7356], [-1.4030, 4.6781, 2.6603], [-1.7702, 3.7586, 1.6469], [-2.0847, 2.5898, 2.2850], [-2.6233, 1.6362, 1.7527], [-1.7170, 2.6372, 3.6019], [-0.6890, 3.6189, 5.8773], [-0.3280, 5.2374, 5.2324], [-2.0060, 4.6600, 5.3631], [0.1502, 3.4591, 3.5325], [-0.6449, 5.3761, 2.2948], [-2.2959, 5.2407, 2.9558]],
  "atomic_forces_ev_per_a": [[1.3, 0.5, -0.1], [-1.6, 1.5, -0.6], [-2.0, 0.2, -1.3], [-0.1, 1.9, 1.4], [-1.7, -1.6, 1.4], [1.8, 2.0, -0.1], [0.6, 1.8, -0.9], [0.1, -0.8, -0.9], [0.0, 0.8, 1.5], [-0.4, -0.1, 0.7], [-0.5, -6.1, -2.6], [2.1, 5.2, -1.4], [-2.2, -0.5, 0.1], [3.1, 0.0, 0.7], [0.4, -0.3, 2.0], [0.6, 1.5, 0.1], [1.1, 2.1, -0.4], [1.2, 0.1, -0.2], [0.1, -0.1, 0.1], [3.1, -2.3, 1.1], [1.4, -0.5, 0.0], [-1.3, -0.1, -1.3], [1.6, -1.3, 1.1], [-0.2, 1.7, 1.7], [0.4, -1.5, -2.1], [-0.1, -1.7, 2.0], [1.5, -1.9, -1.0], [0.4, -0.6, 2.5], [0.8, -0.7, -1.0], [-1.2, 0.7, -0.2], [0.0, -0.4, 1.6], [-1.8, 0.1, -0.7], [-1.8, -0.7, -0.4], [1.3, -0.4, -0.3], [-1.0, 1.9, -0.1], [-1.5, -1.4, 1.1], [-1.0, 2.0, -0.9], [-2.3, -0.4, -0.7], [-2.0, -1.5, -0.5], [-0.4, 1.1, -0.4], [0.2, -0.5, -1.0], [-0.4, -0.1, 0.1], [-0.4, -0.6, -1.2], [0.7, 0.0, -0.5], [-0.6, 0.2, 0.6], [-0.7, 0.6, 2.3], [0.6, -0.7, -2.5], [0.7, 0.4, 0.9], [0.2, 0.0, 0.0], [0.0, 0.1, 0.1], [0.1, 0.2, 0.0], [0.1, 0.0, 0.1], [0.0, 0.0, 0.2], [-0.2, 0.0, -0.1], [-0.2, -0.3, 0.3], [0.4, 0.6, 1.1], [0.4, 0.7, -0.3], [-0.2, -0.8, 0.1], [-1.2, -2.2, -1.1], [1.2, 2.4, 1.3], [-0.4, -0.2, -1.0], [0.1, 0.1, -0.2], [0.0, -0.1, -0.1], [0.1, 0.0, -0.2], [-0.1, 0.1, -0.1], [-0.1, -0.2, -0.1], [0.1, -0.1, 0.2]]
}